# C26H28CeN2O6

C26H28CeN2O6 as an isolated structure at a distorted geometry (ωB97M-V with the def2-TZVPD basis set, the OMol25 dataset).

Computed properties:
Highest occupied orbital energy (alpha / beta): -11.84 / -11.84 eV
Net charge: +1
Energy relative to the best compared isomer or geometry (same formula, charge and spin): 0.0 kJ/mol
Spin multiplicity: 2
E: -55608.5734 eV

XYZ file:
```
63
Properties=species:S:1:pos:R:3:nbo_charge:R:1
Ce -0.160 -1.548 -0.509 1.643
C 3.138 -3.378 0.369 -0.629
C 1.712 -3.776 0.100 0.023
C 0.782 -3.855 1.153 -0.215
C -0.512 -4.244 0.958 -0.195
C -0.986 -4.484 -0.352 -0.225
C -0.083 -4.385 -1.405 -0.172
C 1.242 -4.025 -1.197 -0.258
H 3.697 -4.175 0.744 0.240
H 3.161 -2.528 1.017 0.244
H 3.591 -3.019 -0.557 0.236
H 1.159 -3.612 2.125 0.242
H -1.189 -4.327 1.833 0.258
H -2.033 -4.760 -0.537 0.268
H -0.437 -4.530 -2.406 0.265
H 1.936 -4.028 -2.018 0.259
O -1.423 -1.803 -2.621 -0.708
C -1.212 -0.565 -2.821 0.773
O -0.062 -0.100 -2.656 -0.667
C -2.307 0.432 -3.048 -0.325
C -1.692 1.763 -3.647 0.089
C -2.856 2.496 -4.290 -0.426
C -3.624 2.950 -2.978 -0.430
C -2.650 2.481 -1.878 0.083
O -1.385 2.577 -2.514 -0.498
C -2.902 0.994 -1.723 -0.323
C -2.252 0.299 -0.540 0.776
O -1.273 0.868 0.048 -0.701
O -2.653 -0.883 -0.269 -0.691
H -3.067 0.012 -3.658 0.239
H -0.788 1.651 -4.249 0.226
H -3.453 1.882 -4.913 0.210
H -2.515 3.365 -4.870 0.221
H -4.609 2.464 -2.911 0.208
H -3.766 4.048 -2.966 0.226
H -2.639 2.991 -0.931 0.215
H -3.954 0.769 -1.740 0.244
C 1.530 3.062 2.895 -0.413
N 1.646 2.407 1.575 -0.141
N 1.659 1.030 1.564 -0.214
C 1.988 0.590 0.309 0.585
O 1.981 -0.651 -0.039 -0.774
C 2.216 1.735 -0.461 -0.370
C 2.006 2.831 0.366 0.287
C 2.219 4.325 0.129 -0.656
C 1.138 0.216 2.604 0.070
C -0.224 0.156 2.914 -0.180
C -0.649 -0.711 3.907 -0.222
C 0.288 -1.547 4.541 -0.178
C 1.654 -1.499 4.223 -0.219
C 2.057 -0.612 3.271 -0.188
H 0.583 2.792 3.306 0.225
H 1.612 4.134 2.750 0.239
H 2.317 2.716 3.592 0.225
H 2.494 1.735 -1.500 0.263
H 2.508 4.463 -0.921 0.253
H 2.966 4.754 0.781 0.236
H 1.321 4.900 0.347 0.242
H -0.966 0.849 2.433 0.268
H -1.712 -0.766 4.207 0.242
H -0.029 -2.263 5.252 0.224
H 2.323 -2.142 4.760 0.235
H 3.136 -0.521 3.050 0.236
```